No. 1
Computed, not measured: a molecular structure, C33H36AsBrCoN5OS, with ωB97M-V/def2-TZVPD.

As for the molar mass: 764.51 g mol⁻¹. Its multiplicity is 5. Its net charge is +2. The LUMO energy (spin up / spin down) comes out at -4.96 / -6.96 eV. The value obtained for the HOMO-LUMO gap (spin up / spin down) is 8.43 / 6.77 eV. The HOMO energy (spin up / spin down) comes out at -0.492 / -0.505 Ha. The expectation value of S² is 6.0131.

```
79
Properties=species:S:1:pos:R:3:forces:R:3
Co 0.925 0.826 -0.311 0.0278 -0.1608 0.0195
N 2.601 0.222 1.184 0.1199 0.0118 0.0034
N 2.739 1.059 2.298 0.0513 -0.0644 -0.0346
C 2.125 2.253 2.353 -0.1295 0.0568 0.0396
N 2.365 2.999 3.425 0.0037 -0.0020 -0.0031
S 1.079 2.808 1.142 0.0254 0.0072 0.0179
H 2.391 -0.722 1.507 0.0006 -0.0216 0.0081
H 3.479 0.202 0.670 0.0136 -0.0144 0.0329
H 3.386 0.779 3.021 0.0117 0.0126 -0.0051
H 2.963 2.702 4.180 0.0065 0.0009 -0.0040
H 1.875 3.873 3.527 0.0056 0.0082 -0.0083
Br 5.603 -0.889 -3.337 0.0032 -0.0106 -0.0088
C 4.555 0.553 -2.755 -0.0074 0.0154 0.0109
C 4.891 1.865 -3.064 0.0071 0.0015 -0.0105
C 4.072 2.880 -2.601 -0.0189 -0.0165 0.0086
C 2.955 2.558 -1.847 0.0258 -0.0295 -0.0203
N 2.632 1.293 -1.558 -0.0024 0.0803 -0.0371
C 3.420 0.308 -2.006 0.0222 0.0303 -0.0014
H 5.772 2.081 -3.653 0.0009 -0.0027 0.0019
H 4.295 3.915 -2.818 0.0004 0.0013 0.0012
H 2.297 3.324 -1.460 0.0048 0.0214 0.0040
H 3.127 -0.706 -1.758 0.0173 0.0087 0.0137
C -4.568 -2.347 -0.524 -0.0047 0.0175 -0.0103
C -3.665 -3.197 0.098 0.0044 -0.0124 0.0055
C -2.492 -2.694 0.645 0.0005 -0.0102 0.0090
C -2.218 -1.333 0.565 -0.0082 -0.0086 -0.0298
C -3.120 -0.483 -0.072 -0.0028 0.0071 0.0078
C -4.296 -0.987 -0.606 -0.0067 -0.0295 0.0091
As -0.572 -0.600 1.262 -0.1380 0.0855 0.0316
C -1.088 0.278 2.913 -0.0202 0.0098 -0.0199
C -0.187 0.359 3.972 0.0138 0.0344 0.0201
C -0.517 1.066 5.120 0.0031 -0.0208 -0.0032
C -1.745 1.704 5.216 -0.0082 0.0072 -0.0100
C -2.647 1.624 4.164 0.0083 0.0124 0.0181
C -2.321 0.914 3.017 -0.0052 -0.0314 -0.0030
C 0.382 -2.168 1.875 -0.0235 -0.0243 0.0438
C 0.119 -2.748 3.114 0.0146 0.0009 0.0099
C 0.799 -3.894 3.501 0.0050 -0.0104 -0.0068
C 1.740 -4.469 2.656 0.0029 -0.0073 0.0200
C 1.996 -3.905 1.415 -0.0099 0.0051 -0.0068
C 1.316 -2.758 1.023 -0.0092 -0.0431 -0.0219
H -5.484 -2.742 -0.941 -0.0016 -0.0013 0.0029
H -3.876 -4.256 0.164 0.0016 0.0002 0.0009
H -1.798 -3.369 1.129 -0.0052 0.0026 0.0014
H -2.906 0.574 -0.171 0.0130 -0.0077 0.0073
H -4.999 -0.320 -1.089 -0.0020 0.0038 0.0006
H 0.762 -0.163 3.926 0.0108 0.0120 -0.0092
H 0.177 1.098 5.951 0.0006 0.0049 -0.0020
H -2.007 2.247 6.114 0.0019 -0.0028 -0.0010
H -3.614 2.103 4.242 0.0035 0.0005 -0.0023
H -3.049 0.840 2.219 -0.0009 -0.0086 -0.0292
H -0.617 -2.311 3.778 -0.0017 -0.0193 -0.0147
H 0.590 -4.342 4.463 -0.0025 -0.0014 -0.0008
H 2.265 -5.363 2.963 0.0013 0.0001 -0.0023
H 2.713 -4.364 0.748 -0.0019 0.0003 -0.0024
H 1.484 -2.343 0.035 0.0054 0.0122 -0.0094
C -2.657 3.045 -2.886 -0.0123 0.0076 -0.0225
C -1.493 2.589 -3.492 0.0037 -0.0311 -0.0233
C -0.403 2.197 -2.716 -0.0326 0.0311 0.0399
C -0.566 2.247 -1.348 -0.0447 0.1255 -0.1214
C -1.671 2.750 -0.703 0.0265 -0.0278 0.0041
C -2.748 3.133 -1.504 0.0146 -0.0042 0.0426
H -3.489 3.364 -3.499 0.0034 0.0044 0.0007
H -1.415 2.563 -4.572 -0.0005 -0.0074 0.0061
H 0.518 1.880 -3.188 0.0093 -0.0176 -0.0094
H -1.724 2.837 0.375 0.0094 0.0079 0.0259
H -3.648 3.516 -1.040 0.0024 0.0001 0.0050
C -0.306 -1.481 -5.053 -0.0177 -0.0602 0.0335
N -0.423 -1.320 -3.607 0.0402 0.0855 0.0022
C -1.747 -1.459 -3.004 0.0040 0.0103 -0.0240
C 0.610 -0.973 -2.878 0.0104 -0.0640 -0.0453
O 0.571 -0.775 -1.642 -0.0163 -0.0129 0.0493
H -0.893 -0.717 -5.564 -0.0056 0.0071 0.0101
H -0.678 -2.462 -5.342 0.0056 -0.0116 -0.0090
H 0.736 -1.396 -5.353 -0.0056 0.0208 -0.0026
H -2.357 -2.086 -3.648 -0.0037 -0.0068 0.0002
H -2.218 -0.480 -2.898 0.0111 -0.0013 -0.0124
H -1.658 -1.915 -2.022 -0.0094 -0.0044 0.0193
H 1.550 -0.889 -3.437 -0.0201 0.0376 -0.0004
```
Forces are in eV/Å.

***

No. 2
Computed, not measured: a single C3H10N3P molecule at a distorted geometry, with ωB97M-V/def2-TZVPD.

As for the molar mass: 119.11 g mol⁻¹. The value obtained for the relative energy (zero: lowest compared OMol25 entry of this formula, charge and spin) is 85.5 kJ/mol. Its net charge is 0. The LUMO energy comes out at 1.17 eV. The value obtained for the HOMO-LUMO gap is 8.76 eV. As for the SMILES: NN1NCCCP1. The HOMO energy comes out at -0.279 Ha.

```
17
Properties=species:S:1:pos:R:3:forces:R:3
N 2.698 -0.699 0.252 -1.3954 -1.3500 -1.0551
N 1.306 -0.216 0.317 2.3095 0.3814 0.1159
N 0.413 -0.979 -0.450 -1.0947 -1.0036 -1.0668
C -0.887 -0.815 0.226 -0.0087 -0.9060 0.0637
C -1.427 0.557 -0.031 1.7633 0.6233 3.1365
C -0.343 1.586 0.491 -0.7464 -2.2414 0.4101
P 1.319 1.402 -0.234 -0.8382 0.6200 0.0026
H 2.520 -1.630 0.607 0.9151 -0.3977 0.3426
H 3.215 -0.185 0.943 -0.0109 0.1871 0.4870
H 0.716 -1.895 -0.807 -0.0558 0.7381 0.8053
H -0.577 -0.752 1.266 -0.6662 -0.7764 0.6084
H -1.660 -1.595 0.029 0.9650 0.2539 -0.0122
H -1.579 0.781 -0.995 -0.3516 0.4257 -3.9431
H -2.400 0.715 0.415 -0.1387 0.0026 0.7305
H -0.709 2.501 0.290 -1.2079 3.4985 -0.7157
H -0.250 1.538 1.575 0.1159 -0.1703 0.0636
H 0.794 1.185 -1.549 0.4456 0.1149 0.0266
```
Forces are in eV/Å.

***

No. 3
Computed, not measured: 2 unconnected molecules or ions with the total composition C6H10Se at a distorted geometry, with ωB97M-V/def2-TZVPD.

As for the molar mass: 161.11 g mol⁻¹. The value obtained for the relative energy (zero: lowest compared OMol25 entry of this formula, charge and spin) is 216.4 kJ/mol. Its net charge is 0. The LUMO energy comes out at -0.35 eV. The value obtained for the HOMO-LUMO gap is 8.06 eV. As for the SMILES: CC=[Se].C=CC=C. The HOMO energy comes out at -0.309 Ha.

```
17
Properties=species:S:1:pos:R:3:forces:R:3
C -2.563 0.044 2.146 -1.7637 -3.4515 -0.8418
C -2.209 -1.442 1.942 -0.3613 0.8784 0.0242
Se -3.064 -2.644 1.021 -0.5246 -0.0218 -0.1970
H -2.271 0.397 3.091 0.6065 0.5246 1.1774
H -3.688 -0.018 2.090 1.1860 1.0996 -0.4678
H -1.992 0.471 1.340 -0.4726 0.9932 -0.2880
H -1.286 -1.800 2.302 1.1971 -0.0313 0.6909
C 0.394 0.393 -0.459 -0.9264 2.5112 2.6903
C 1.567 1.025 -0.646 -2.4323 0.3325 0.9229
C 2.603 0.734 -1.580 3.5456 0.0492 0.9827
C 2.565 0.050 -2.693 -1.5437 -0.7406 -2.9771
H 0.035 -0.466 -0.877 -0.1137 -2.3568 -1.7344
H -0.462 0.696 0.301 2.4602 0.1476 -1.4363
H 1.735 1.918 -0.055 0.0251 -0.0030 0.1334
H 3.658 1.057 -1.214 -1.8354 -0.4163 -0.7035
H 3.310 -0.155 -3.442 1.2924 0.2685 0.7436
H 1.670 -0.260 -3.265 -0.3393 0.2166 1.2807
```
Forces are in eV/Å.

***

No. 4
Computed, not measured: 2 unconnected molecules or ions with the total composition C6H14N2O2 at a distorted geometry, with ωB97M-V/def2-TZVPD.

As for the molar mass: 146.19 g mol⁻¹. Its multiplicity is 2. The value obtained for the relative energy (zero: lowest compared OMol25 entry of this formula, charge and spin) is 185.0 kJ/mol. Its net charge is +1. The LUMO energy (spin up / spin down) comes out at -3.40 / -8.17 eV. The value obtained for the HOMO-LUMO gap (spin up / spin down) is 10.32 / 5.54 eV. The HOMO energy (spin up / spin down) comes out at -0.504 / -0.504 Ha. The expectation value of S² is 0.7967.

```
24
Properties=species:S:1:pos:R:3:forces:R:3
C -1.109 -2.451 -0.895 0.0838 -0.7757 -1.2431
C -2.935 0.578 -0.180 -1.0641 3.6191 0.9549
C -1.356 -1.007 -0.633 1.0124 -2.3521 -2.0174
O -0.462 -0.221 -0.935 0.1601 1.4902 0.6331
N -2.621 -0.767 -0.325 0.4377 -2.4664 1.4107
H -1.912 -2.831 -1.522 -0.3306 -0.1185 0.2212
H -3.076 -1.656 0.083 0.2531 2.6405 -0.9025
H -2.951 1.038 0.858 0.2948 -0.9188 -0.8595
H -0.226 -2.698 -1.494 0.1422 0.5816 0.5016
H -1.093 -2.992 0.012 0.0574 -0.8515 1.0218
H -2.230 1.189 -0.795 -0.4359 -0.6773 0.5669
H -3.899 0.827 -0.582 -0.6650 -0.1465 -0.2187
C 0.985 2.342 1.460 1.4783 0.1010 -2.6361
C 2.890 -0.554 -0.329 4.2285 1.5165 3.4136
C 2.461 0.687 0.410 1.8895 0.5159 -0.0084
O 3.407 1.372 0.986 -2.2340 -1.4025 -1.0956
N 1.202 1.192 0.514 3.0956 2.0013 2.0319
H 0.442 0.917 -0.056 -1.5793 -1.4026 -1.5150
H 0.667 1.814 2.324 -1.2315 0.4019 1.1125
H 3.330 -1.239 0.483 -0.6422 0.9140 -1.0683
H 1.970 2.778 1.633 -0.3228 -0.1517 0.3122
H 0.436 3.113 0.878 -0.5331 -0.7618 1.0974
H 2.317 -1.096 -0.915 -3.8075 -2.1621 -2.3598
H 3.761 -0.334 -0.980 -0.2873 0.4055 0.6466
```
Forces are in eV/Å.

***

Which of these has the lowest molar mass? C3H10N3P